Computed, not measured: a structure of composition C25H44IrOP2, with ωB97M-V/def2-TZVPD.

Each line ends with the Löwdin charge.
Atoms and positions in Å:
H  4.21899  -1.31097  -3.32229  0.071
C  -4.48080  3.06110  0.10595  -0.036
H  1.08489  -2.69259  -3.41097  0.056
H  -2.69198  -0.78293  1.30656  0.086
C  2.87488  -1.76320  3.00873  -0.034
P  2.43347  -1.46355  -1.80685  0.589
H  3.01043  -0.94742  3.71906  0.072
C  1.93577  -3.79439  1.04313  -0.043
H  2.91256  -2.71333  3.55640  0.100
C  3.19308  0.50129  0.45811  -0.519
H  2.89288  -3.46917  0.62690  0.074
H  3.55791  2.31964  1.45617  0.094
C  -3.32827  2.12633  -1.96983  -0.181
C  3.00675  1.39994  1.64540  -0.056
H  1.34689  -0.29101  -3.63990  0.049
C  1.61325  -1.54448  2.23223  -0.376
H  -1.70489  -0.22302  -2.67093  0.038
H  -1.78713  -2.75434  -0.35676  0.070
H  1.48550  0.44006  4.04117  0.071
H  -1.62528  1.47616  0.89011  0.098
H  -0.66874  -4.09772  -0.01599  0.079
C  0.45370  0.20300  3.76555  -0.018
H  0.17160  1.47599  -3.49935  0.044
H  -0.87047  2.36666  -2.41787  0.007
H  1.95511  1.57387  1.81550  0.051
C  -1.18607  3.35721  -0.07058  -0.150
C  0.11282  1.87039  -2.48190  -0.199
H  -1.80273  4.58491  1.62259  0.108
C  -2.14014  2.16540  0.20172  -0.301
C  -2.05512  -0.67631  2.19200  -0.009
H  1.45657  -4.44320  0.31770  0.073
H  -2.57455  -1.15172  3.03480  0.107
H  -1.98444  0.39195  2.41312  0.063
H  3.71083  -1.78471  2.29913  0.087
C  1.47171  -2.89783  -2.40791  -0.210
C  -2.49300  1.40582  -0.98401  -0.152
H  -0.04260  -0.17291  4.67143  0.110
H  4.75351  -1.14483  -1.62024  0.040
H  -2.63975  0.33888  -0.91763  0.084
C  -3.24618  3.08419  0.85253  -0.230
C  -1.23675  -3.27256  0.44239  -0.030
H  2.16620  -4.37295  1.94866  0.103
H  0.63965  -3.17880  -1.74836  0.028
C  1.11330  -2.57481  1.29679  -0.414
C  -4.67167  2.36046  -1.16710  -0.173
H  -5.32186  3.50650  0.62526  0.107
H  -0.04633  1.14127  3.49339  0.091
Ir  1.79650  -0.93700  0.13860  0.958
C  4.12232  -1.71093  -2.30480  -0.209
H  -0.30043  -1.07509  -3.32104  0.026
H  0.91760  2.58632  -2.27559  0.052
H  2.17194  -3.72737  -2.45693  0.050
H  -1.00729  3.58558  -1.14189  0.083
C  1.80844  0.00360  -2.70436  -0.496
C  -0.78839  -0.77542  -2.38314  -0.217
H  -2.50472  5.04860  0.02400  0.105
H  -2.89974  3.08672  -2.25853  0.110
O  4.13687  0.64135  -0.31889  -0.037
C  -0.32719  -2.38052  1.19412  -0.198
H  -3.40715  1.57051  -2.92509  0.118
H  -5.34169  2.90277  -1.84017  0.114
P  0.54021  0.26748  -1.38552  0.823
H  4.30225  -2.78435  -2.23759  0.052
H  -3.36395  2.88242  1.92606  0.137
H  -5.09430  1.34285  -1.01433  0.126
H  2.55727  0.77687  -2.84299  0.078
C  -0.68399  -1.24870  1.97627  -0.187
H  -0.19301  3.28507  0.41394  0.109
H  -1.10222  -1.66288  -1.83116  0.005
C  0.45799  -0.78634  2.65948  -0.197
C  -2.18410  4.24623  0.66139  -0.104
H  3.39724  0.96891  2.57163  0.079
H  -1.98393  -3.73889  1.10252  0.105

As for the multiplicity: 5. The calculation puts the HOMO energy (alpha / beta) at -9.524 / -10.812 eV. The energy above the lowest of the compared OMol25 structures with the same formula, charge and spin comes out at 16.21 kcal/mol. The value obtained for the HOMO-LUMO gap (alpha / beta) is 6.5 / 5.7 eV. The charge is +1.


Computed, not measured: the molecule C4H6INS4, with ωB97M-V/def2-TZVPD.

Each line ends with the Löwdin charge.
Atoms and positions in Å:
C  -0.39436  0.18326  0.05423  -0.633
S  -1.50901  2.70100  0.13996  0.881
H  3.21219  1.28958  -0.88216  0.019
H  0.88917  -2.14694  1.66726  0.069
H  -0.84469  -1.79567  1.71015  -0.056
H  1.96384  0.01505  -1.35445  0.001
S  -0.06735  -1.45973  -0.38490  0.802
S  -2.49359  0.36632  1.44775  0.325
C  2.39918  1.02599  -1.50802  -0.360
C  -0.23065  1.40351  -0.37074  -0.913
N  -2.33674  1.87039  1.23297  -0.920
S  0.92505  2.13259  -1.51870  0.784
C  -0.12336  -2.29166  1.18399  -0.400
H  -0.41205  -3.34753  1.01790  0.058
H  2.84207  1.30238  -2.47695  0.032
I  -3.81969  -1.24856  0.04172  0.310

As for the multiplicity: 3. The calculation puts the HOMO energy (alpha / beta) at -6.649 / -8.363 eV. The value obtained for the HOMO-LUMO gap (alpha / beta) is 6.0 / 5.5 eV. The charge is 0.


Computed, not measured: the molecule C3H6N2S2, with ωB97M-V/def2-TZVPD.

Each line ends with the Löwdin charge.
Atoms and positions in Å:
H  -0.96890  2.08348  1.19070  0.096
H  0.18462  -0.52770  -2.32584  0.143
C  -0.44965  -1.00006  -1.39567  -0.055
S  1.65088  -0.98996  2.09229  0.621
H  -0.66397  0.32431  1.57316  0.170
N  1.07400  -1.53606  0.55498  -0.335
H  -0.39330  -2.09854  -1.40663  0.081
H  -1.49679  -0.53626  -1.44483  0.110
C  0.24335  -0.72243  -0.13582  -0.494
S  -0.33783  2.67386  -1.12940  0.526
H  2.23879  0.39401  1.79010  -0.042
N  -0.44732  0.32828  0.47265  -0.083
C  -0.63389  1.60706  0.16432  -0.737

The calculation puts the HOMO energy at -8.733 eV. The structure (SMILES) is C/C(=N/S)NC=S. The energy above the lowest of the compared OMol25 structures with the same formula, charge and spin comes out at 73.52 kcal/mol. The value obtained for the HOMO-LUMO gap is 8.2 eV. The charge is 0.


Computed, not measured: the molecule C5H5NO3, with ωB97M-V/def2-TZVPD.

Each line ends with the Löwdin charge.
Atoms and positions in Å:
O  0.16146  -1.26250  0.22547  0.029
C  -2.31353  0.12470  -0.28744  -0.014
O  2.17636  1.58254  -0.10163  0.117
H  -3.36630  0.75696  -0.37548  0.162
H  -2.44640  -0.51193  0.50513  0.049
C  -1.11543  0.93012  0.09368  -0.422
H  1.65254  -2.82784  0.21095  0.159
C  1.60798  0.39963  -0.03968  -0.293
N  2.30251  -0.76348  0.01807  0.131
C  0.11398  0.08279  0.17993  -0.064
C  1.43045  -1.72107  0.26253  -0.140
H  -2.07583  -0.34106  -1.17712  0.055
H  3.09899  1.44388  0.17086  0.132
O  -1.22678  2.10726  0.31474  0.098

The calculation puts the HOMO energy at -8.758 eV. The structure (SMILES) is CC(=O)c1ocnc1O. The energy above the lowest of the compared OMol25 structures with the same formula, charge and spin comes out at 31.87 kcal/mol. The value obtained for the HOMO-LUMO gap is 8.9 eV. The charge is 0.


Computed, not measured: a cluster of 8 separate species, C24H48Br8O8S4 in total, with ωB97M-V/def2-TZVPD.

Each line ends with the Löwdin charge.
Atoms and positions in Å:
H  -0.08918  -0.58555  4.88733  0.120
C  2.71755  4.97119  -2.93537  -0.691
C  -0.22041  -0.17286  5.88761  -0.220
C  -1.40703  0.67668  -1.46609  -0.635
C  3.25548  6.31830  -3.06013  -0.683
H  4.20730  6.29707  -2.52937  0.052
S  5.50141  -1.19495  -8.52454  0.713
O  3.87809  2.03257  1.62805  -0.344
O  -3.07153  -1.67262  7.97348  -0.339
H  -4.01152  -7.29543  -3.33960  0.049
O  -7.29231  -1.09096  4.48824  -0.343
Br  2.09171  6.72575  4.68426  0.651
C  -4.18057  -5.33074  -2.25302  -0.635
C  7.23470  1.36031  0.91962  -0.213
H  -7.61993  -5.15114  2.67022  0.110
H  -0.60994  1.38782  -1.24924  0.043
C  0.83944  5.67603  3.65212  -0.753
H  0.71239  0.25790  6.25150  0.119
H  7.09433  1.27597  3.10782  0.096
H  -1.27554  1.57471  5.11484  0.111
C  3.41560  0.13086  -7.37055  -0.238
H  4.64222  0.19991  -0.22605  0.105
H  -5.24549  -5.12485  -2.36098  0.035
H  -3.51057  0.63101  6.48882  0.099
Br  3.62721  6.72069  -4.96987  0.560
H  2.63329  -0.02802  -6.62837  0.121
H  4.19522  -0.81476  -10.57940  0.107
H  -2.62177  -6.17365  -3.55130  0.050
C  5.15608  -0.02878  0.70762  -0.225
C  4.24942  -0.36176  -9.58948  -0.224
H  2.52071  4.74512  -1.88740  0.056
S  4.85178  1.06897  2.10911  0.670
H  4.75521  -1.00239  0.98957  0.100
C  6.68098  -0.05039  0.55007  -0.211
H  2.60565  -1.31121  -8.72835  0.122
H  -1.17831  -0.33580  0.47957  0.055
H  -6.33745  -3.39461  3.62698  0.090
C  -7.78441  -4.15965  2.24833  -0.201
H  -2.37327  1.15710  -1.31214  0.059
Br  -3.81052  -6.23185  -0.44919  0.514
H  2.64166  7.13764  -2.68594  0.067
O  5.32144  -2.62272  -8.80206  -0.345
C  -6.74679  -3.06332  2.67263  -0.179
Br  0.48279  -1.55747  -1.05720  0.510
Br  4.08925  3.65627  -3.51819  0.564
H  2.03369  6.32423  2.00799  0.046
H  7.05584  -0.30229  -0.44196  0.112
O  4.53607  0.25688  3.24632  -0.329
Br  -1.19393  0.25686  -3.41822  0.521
H  -7.70012  -4.27144  1.16736  0.103
C  -3.70001  -6.25348  -3.41299  -0.577
C  -1.22943  -0.57732  -0.58212  -0.607
C  -2.71433  0.16387  5.90928  -0.196
H  1.11743  4.62222  3.63501  0.049
C  -0.70771  -1.16825  6.92524  -0.244
C  6.58867  1.75899  2.27170  -0.188
H  7.06078  2.05403  0.09706  0.109
H  3.69086  1.18432  -7.42120  0.122
H  7.13950  -0.76071  1.23804  0.113
C  -9.21997  -3.72182  2.55562  -0.241
H  5.38440  -0.10884  -6.44919  0.097
H  -2.12590  -1.16983  -0.76480  0.053
H  -1.23484  1.40718  6.87129  0.114
H  0.64266  7.32219  2.26856  0.060
H  -10.14131  -1.95045  3.66465  0.107
C  -9.26675  -2.59556  3.58057  -0.214
S  -7.76255  -1.58988  3.21906  0.683
H  2.26043  0.41080  -9.06913  0.122
Br  -4.51229  -5.41140  -5.11853  0.513
H  6.44883  2.75501  2.69183  0.096
O  -7.95360  -0.70324  2.09146  -0.333
C  0.97863  6.28532  2.27902  -0.709
H  1.71918  4.74647  -3.31066  0.072
Br  -0.13311  5.04782  1.20981  0.597
C  3.01240  -0.29994  -8.72635  -0.261
H  8.31851  1.44938  0.99380  0.108
H  -9.10621  -3.04022  4.56272  0.102
H  -9.74704  -3.39720  1.65844  0.110
H  4.63011  0.64185  -9.77911  0.099
O  6.75343  -0.49790  -8.74766  -0.337
H  -3.65470  -4.38689  -2.39691  0.050
H  -0.16128  -2.11099  6.95320  0.106
H  -3.00185  0.05582  4.86344  0.097
O  -2.70723  -2.52408  5.60666  -0.348
C  4.63835  -0.70334  -6.97651  -0.203
H  -9.82557  -4.56190  2.89565  0.110
H  4.25151  -1.58265  -6.46147  0.106
C  -1.33238  0.85849  5.93453  -0.233
S  -2.47921  -1.51937  6.65558  0.709
H  -0.17231  5.82368  4.02982  0.058
H  -0.58433  -0.68127  7.89258  0.107
H  -5.90769  -2.78152  2.03655  0.099

The calculation puts the HOMO energy at -10.118 eV. The structure (SMILES) is O=S1(=O)CCCC1.O=S1(=O)CCCC1.O=S1(=O)CCCC1.O=S1(=O)CCCC1.BrCCBr.BrCCBr.BrCCBr.BrCCBr. The energy above the lowest of the compared OMol25 structures with the same formula, charge and spin comes out at 62.07 kcal/mol. The value obtained for the HOMO-LUMO gap is 10.0 eV. The charge is 0.


Computed, not measured: a cluster of 2 separate species, CH3ClS2 in total, with ωB97M-V/def2-TZVPD.

Each line ends with the Löwdin charge.
Atoms and positions in Å:
H  0.81560  0.89311  -1.04758  -0.336
H  -1.09937  -0.31565  1.71277  0.040
Cl  3.02445  0.70887  -0.32881  -0.014
H  -2.52949  -1.26588  0.63865  0.049
C  -1.40740  -0.86186  0.74199  -0.595
S  -0.44600  -1.09988  -0.50458  0.628
S  1.64220  1.94129  -1.21245  0.229

The calculation puts the HOMO energy at -9.234 eV. The structure (SMILES) is C=S.SCl. The energy above the lowest of the compared OMol25 structures with the same formula, charge and spin comes out at 45.89 kcal/mol. The value obtained for the HOMO-LUMO gap is 8.5 eV. The charge is 0.


| no. | calculated total energy (Eh) |
| --- | --- |
| 1 | -1840.782453 |
| 2 | -2101.020651 |
| 3 | -1023.685772 |
| 4 | -473.937916 |
| 5 | -23729.904157 |
| 6 | -1296.395837 |